1.
A 2-piece molecular cluster, C3H10NOS overall in a non-equilibrium geometry, computed with ωB97M-V/def2-TZVPD.

```
16
Properties=species:S:1:pos:R:3
C -2.018 -1.527 0.539
N -1.883 -0.102 -0.046
C -0.481 0.158 -0.125
C 0.031 1.678 -0.109
S 1.898 1.739 0.204
H -1.173 -2.066 0.138
H -3.004 -1.945 0.598
H -1.788 -1.341 1.654
H -2.247 0.539 0.579
H 0.042 -0.301 0.734
H 0.122 -0.258 -0.979
H -0.439 2.252 0.723
H -0.225 2.328 -0.962
H 4.453 -0.330 -1.212
H 3.102 -0.083 -0.586
O 3.610 -0.742 -1.150
```

Output
Total charge = -1
Energy above the lowest of the compared OMol25 structures with the same formula, charge and spin = 34.57 kcal per mole
HOMO level = -2.7 eV
Max |F| = 4.45 eV Å⁻¹
Kohn-Sham gap = 6.420 eV

2.
A 2-piece molecular cluster, C3H10NOS overall in a non-equilibrium geometry, computed with ωB97M-V/def2-TZVPD.

```
16
Properties=species:S:1:pos:R:3
C -2.147 -1.532 0.314
C -0.637 -1.363 0.431
S 0.700 -2.604 0.123
H -2.326 -2.572 0.002
H -2.506 -0.896 -0.487
H -2.723 -1.329 1.209
H -0.408 -0.634 -0.395
H -0.333 -0.624 1.189
H 1.509 -1.851 -0.660
N 1.846 2.509 -0.697
C 1.096 1.425 0.042
O -0.197 1.330 -0.236
H 1.236 2.668 -1.504
H 1.695 3.408 -0.238
H 1.683 0.504 -0.176
H 1.511 1.562 1.083
```

Output
Total charge = -1
Energy above the lowest of the compared OMol25 structures with the same formula, charge and spin = 57.54 kcal per mole
HOMO level = -2.9 eV
Max |F| = 3.55 eV Å⁻¹
Kohn-Sham gap = 6.346 eV

3.
A 2-piece molecular cluster, C3H10NOS overall in a non-equilibrium geometry, computed with ωB97M-V/def2-TZVPD.

```
16
Properties=species:S:1:pos:R:3
C -1.946 -0.163 -2.437
N -1.309 0.560 -1.352
C 0.045 0.148 -1.088
C 0.589 0.758 0.225
S -0.637 0.896 1.565
H -1.652 0.265 -3.391
H -3.019 -0.088 -2.282
H -1.703 -1.235 -2.423
H -1.860 0.564 -0.504
H 0.210 -0.943 -1.052
H 0.622 0.516 -1.954
H 0.985 1.746 -0.023
H 1.368 0.106 0.572
H 2.618 -1.792 1.836
H 3.223 -2.351 0.584
O 3.157 -2.536 1.533
```

Output
Total charge = -1
Energy above the lowest of the compared OMol25 structures with the same formula, charge and spin = 20.92 kcal per mole
HOMO level = -2.5 eV
Max |F| = 1.03 eV Å⁻¹
Kohn-Sham gap = 6.231 eV